Here is 2 unconnected molecules or ions with the total composition C20H41BrN3O7S from the Open Molecules 2025 dataset. Energies are from ωB97M-V/def2-TZVPD.

```
73
Properties=species:S:1:pos:R:3:mulliken_charge:R:1
C 2.1244 -0.6113 3.4552 -1.5400
C 0.9316 0.3057 3.2538 0.1857
O -0.2808 -0.2948 3.7149 -0.5566
C 0.7877 0.7502 1.8004 -0.6207
N 0.4269 -0.3441 0.8923 -0.0129
C -0.9290 -0.2774 0.3685 -0.6709
C -1.9134 -1.0443 1.2244 -0.1142
O -3.1552 -1.0497 0.4772 -0.2218
C -4.2938 -1.3462 1.1444 0.2329
Br -5.5182 -2.2037 -0.1589 -0.1510
O -4.0573 -2.2406 2.2123 -0.2347
S -5.1439 -2.0882 3.3931 1.2043
O -6.0739 -3.1508 3.3378 -0.5707
O -4.4188 -1.8102 4.5800 -0.5539
O -5.8274 -0.7787 2.8293 -0.4646
C -5.0286 -0.1484 1.7998 -0.2644
C -4.0815 0.8764 2.3996 -0.0693
C -4.7487 2.2020 2.7607 -1.0865
C -3.7528 3.3535 2.9249 -0.7930
C -2.8123 3.2610 4.1266 -0.5652
N -1.6311 2.4298 3.8564 -0.4125
H 2.1480 -1.3819 2.6811 0.3348
H 2.0768 -1.0925 4.4332 0.3701
H 3.0567 -0.0468 3.4077 0.4246
H 1.0528 1.2066 3.8612 0.2808
H -0.2319 -1.2371 3.5259 0.3554
H 0.0490 1.5585 1.7554 0.3048
H 1.7437 1.1766 1.4819 0.5182
H 1.0726 -0.3356 0.1159 0.0242
H -0.9674 -0.6933 -0.6369 0.2425
H -1.2536 0.7711 0.2973 0.0606
H -1.5700 -2.0662 1.3928 0.4536
H -2.0601 -0.5689 2.1900 0.1383
H -5.7332 0.3006 1.1043 0.7718
H -3.6433 0.4269 3.2946 0.3059
H -3.2780 1.0655 1.6850 0.2311
H -5.4639 2.4688 1.9768 0.3825
H -5.3224 2.0813 3.6837 0.3144
H -3.1362 3.4335 2.0233 0.2858
H -4.3227 4.2818 3.0053 0.3938
H -3.3822 2.9327 5.0078 0.2944
H -2.4449 4.2650 4.3483 0.4463
H -1.0821 2.3114 4.7002 0.1812
H -1.8962 1.4920 3.5821 0.0978
C 2.8653 -2.7259 -3.5460 -1.9361
C 2.1938 -1.3536 -3.4006 2.0737
C 1.7220 -0.8070 -4.7559 -1.2550
C 2.8620 -0.3311 -5.6507 -0.5185
C 3.7465 0.6800 -4.9273 -1.1996
C 4.2947 0.1554 -3.5927 1.5062
N 3.1244 -0.3396 -2.7903 0.5790
O 2.5507 0.5531 -2.0708 -0.6339
C 5.3373 -0.9410 -3.8143 -1.6125
C 4.9585 1.2827 -2.8098 -1.9216
C 1.0101 -1.4890 -2.4531 -2.3677
H 3.5965 -2.8931 -2.7560 0.3329
H 2.1028 -3.5003 -3.4639 0.4947
H 3.3577 -2.8597 -4.5070 0.3484
H 1.0442 0.0312 -4.5679 0.3820
H 1.1387 -1.5875 -5.2520 0.3616
H 3.4569 -1.1777 -6.0039 0.3059
H 2.4411 0.1351 -6.5434 0.3817
H 4.5940 0.9686 -5.5547 0.3954
H 3.1692 1.5873 -4.7261 0.3841
H 5.6163 -1.4038 -2.8670 0.3649
H 6.2287 -0.4792 -4.2404 0.4391
H 5.0169 -1.7207 -4.4980 0.2934
H 4.2908 2.1295 -2.6810 0.3706
H 5.8451 1.6081 -3.3565 0.4285
H 5.2661 0.9365 -1.8226 0.4500
H 1.3569 -1.7797 -1.4605 0.6263
H 0.3343 -2.2649 -2.8167 0.4980
H 0.4631 -0.5538 -2.3802 0.4953
```

## Properties
Highest occupied orbital energy (alpha / beta) ... -0.3044 / -0.3355 hartree
Expectation value of S² ... 0.754
Multiplicity ... 2
Gap between HOMO and LUMO (alpha / beta) ... 8.91 / 9.55 eV

***

Here is 2 unconnected molecules or ions with the total composition C7H15IN2P at a distorted geometry from the Open Molecules 2025 dataset. Energies are from ωB97M-V/def2-TZVPD.

```
26
Properties=species:S:1:pos:R:3:nbo_charge:R:1
C 1.9368 0.8613 1.4429 -0.4110
C 1.8700 1.9241 0.3249 -0.4042
C 2.0165 -0.4559 0.7288 -0.4063
C 0.5304 1.8120 -0.5774 -0.4077
C 0.7488 -0.8060 -0.1152 -0.0422
C 0.3765 0.3336 -1.0958 -0.0762
C -2.7614 -1.9532 -0.4753 -0.8857
N -0.4360 -1.1797 0.6341 -0.9197
N -1.0255 0.0332 -1.3149 -0.8139
P -1.8017 -0.5323 0.1871 1.4825
I -6.4145 0.1443 0.2500 0.0073
H 2.8509 0.9761 2.1454 0.2407
H 1.0981 0.7542 2.1017 0.1990
H 2.1798 2.8749 0.7615 0.2379
H 2.6210 1.7311 -0.3660 0.1982
H 2.7727 -0.3312 -0.0690 0.2163
H 2.3329 -1.2121 1.4235 0.2278
H -0.3112 2.0267 0.0984 0.2043
H 0.5043 2.4124 -1.5009 0.2368
H 0.9867 -1.8086 -0.7131 0.2317
H 0.8644 0.1574 -2.0122 0.2385
H -3.4996 -1.5396 -1.1314 0.2739
H -3.3495 -2.4220 0.3176 0.2611
H -2.0365 -2.6012 -0.6742 0.2464
H -0.4371 -1.6861 1.5687 0.4537
H -1.6168 0.4866 -1.9393 0.4107
```

## Properties
Highest occupied orbital energy (alpha / beta) ... -0.4787 / -0.4657 hartree
Gap between HOMO and LUMO (alpha / beta) ... 6.55 / 6.68 eV
Energy above the lowest of the compared OMol25 structures with the same formula, charge and spin ... 1.107 eV
Charge ... +1

***

Here is a single C26H40Br2F3N3O10S molecule at a distorted geometry from the Open Molecules 2025 dataset. Energies are from ωB97M-V/def2-TZVPD.

```
85
Properties=species:S:1:pos:R:3:mulliken_charge:R:1
C -1.1415 0.6300 6.1112 -1.3652
C -1.3191 1.3302 4.7449 0.2329
C -2.7056 1.1083 4.1038 -1.0852
C -2.7674 0.6949 2.6027 -0.8224
N -1.4861 0.7563 1.9091 0.1339
C -1.1166 -0.1769 0.9231 -1.9932
N -1.0196 -1.5311 1.5969 1.6731
C -1.8589 -2.5773 1.1086 -0.0082
O -1.5704 -3.3238 0.2680 -0.2065
F -3.0398 -2.6211 1.7323 -0.3129
C -0.6224 -1.5757 2.9390 0.0630
O 0.4515 -1.3548 3.3501 -0.3927
F -1.6220 -1.9123 3.7667 -0.3478
O -2.1961 -0.4978 0.0289 -0.1898
S -3.2194 0.6291 -0.5726 0.3852
O -4.3413 -0.1648 -1.0096 -0.6617
O -2.3625 0.9527 -1.9212 -0.4115
C -1.0268 0.5064 -2.2153 -0.2284
Br -0.9357 1.3517 -4.0654 -0.1218
C -1.0564 -1.0026 -2.5073 0.3942
C -0.0673 -1.6235 -3.4889 -0.5494
C -0.3383 -3.1163 -3.6988 -1.2911
C 0.1023 -4.1192 -2.6689 0.6973
O -0.5427 -5.0894 -2.3536 -0.6247
O 1.3493 -3.8599 -2.2216 -0.2725
C 2.0122 -4.9506 -1.5425 -0.7963
C 1.5913 -5.1292 -0.0827 -0.5764
C 0.0148 1.1417 -1.1807 3.4787
C -0.5333 2.5161 -0.6527 -0.8937
C -1.0403 3.6362 -1.5689 -1.5595
O -0.9291 4.8507 -0.7854 -0.3129
C -0.4367 5.9705 -1.3988 0.5846
C 0.9808 5.8560 -1.8979 -0.7890
O -1.0740 6.9786 -1.4261 -0.5657
C 1.2968 1.5687 -1.9584 -0.2620
C 2.5019 2.1714 -1.2575 -1.8708
F 1.7559 0.5402 -2.8043 -0.4617
C 0.2799 0.1964 0.1271 3.1474
C 0.9679 -1.1946 -0.1318 -0.3823
C 2.2386 -1.4148 -0.9581 -2.2842
N 2.8519 -2.6714 -0.4630 -0.4309
C 1.1328 0.9187 1.2365 -1.0127
C 2.6373 0.8765 1.3346 -0.6034
O 3.3517 -0.0563 1.3558 -0.4071
Br 3.3971 2.6480 1.8489 -0.1820
H -2.1021 0.3911 6.5735 0.3495
H -0.5504 1.2456 6.7972 0.3510
H -0.5967 -0.3153 5.9957 0.2994
H -0.5185 0.9945 4.0848 -0.2538
H -1.1827 2.4055 4.9081 0.5880
H -3.2285 0.3301 4.6727 0.4957
H -3.3019 2.0188 4.2287 0.3175
H -3.4859 1.3617 2.1046 0.5538
H -3.1911 -0.3058 2.5108 0.3997
H -1.0955 1.6767 1.8669 0.5653
H -1.0869 -1.6045 -1.5937 -1.1039
H -2.0559 -1.1431 -2.9448 0.8796
H 0.9760 -1.4899 -3.2066 0.0906
H -0.1954 -1.1788 -4.4773 0.7113
H 0.2181 -3.3974 -4.6055 0.5029
H -1.3964 -3.3036 -3.9117 0.2743
H 1.8520 -5.8648 -2.1204 0.5244
H 3.0758 -4.6980 -1.6140 0.4829
H 0.8970 -4.3311 0.1938 -0.0359
H 1.0862 -6.0860 0.0721 0.3328
H 2.4555 -5.0470 0.5814 0.2932
H -1.3440 2.3372 0.0521 -0.0556
H 0.2609 2.9891 -0.0705 0.2692
H -2.1013 3.5198 -1.8023 0.3374
H -0.4982 3.7429 -2.5032 0.6015
H 1.6597 5.7004 -1.0553 0.2348
H 1.1086 5.0054 -2.5755 0.2406
H 1.2350 6.7692 -2.4397 0.3349
H 0.9541 2.3515 -2.6384 0.8643
H 3.1590 1.4520 -0.7719 0.4883
H 2.2340 2.9517 -0.5460 0.1067
H 3.1102 2.6528 -2.0348 0.4371
H 0.2484 -1.9332 -0.4873 -0.8329
H 1.2672 -1.5564 0.8560 0.8357
H 2.9516 -0.6007 -0.8712 0.9563
H 2.0286 -1.5496 -2.0152 0.3993
H 3.2332 -3.1941 -1.2446 0.2082
H 3.6314 -2.4609 0.1496 0.2136
H 0.9139 0.3606 2.1548 0.1177
H 0.8300 1.9376 1.4706 1.1095
```

## Properties
Highest occupied orbital energy ... -0.3450 hartree
Gap between HOMO and LUMO ... 9.46 eV